(i)
A 3-piece molecular cluster, C5H14N2O overall. Source: OMol25; level of theory: the ωB97M-V functional and the def2-TZVPD basis.

```
22
Properties=species:S:1:pos:R:3:mulliken_charge:R:1
C -0.08998 -0.53718 0.24689 1.01
C -2.11576 0.18838 -0.42835 -0.59
C 0.17427 -1.73682 -0.61112 -1.61
C 2.97865 0.55750 -0.64550 -0.76
C -2.70020 1.11692 0.58694 -0.95
N 0.16514 0.67341 -0.19794 -0.60
N 2.17575 0.19121 0.50371 -0.48
O -0.27768 -0.74379 1.57077 -0.45
H 0.10016 -1.59790 1.82102 0.34
H 0.00883 1.35466 0.54420 0.24
H 2.26056 0.92481 1.21036 0.18
H -2.44326 -0.84548 -0.35922 0.32
H -2.05542 0.54184 -1.45025 0.35
H 1.17606 -2.10201 -0.37724 0.47
H 0.14015 -1.45557 -1.66108 0.32
H -0.54817 -2.53102 -0.41078 0.48
H 2.79786 1.56915 -1.03852 0.27
H 2.79460 -0.14507 -1.46565 0.26
H 4.05613 0.49499 -0.41568 0.32
H -2.44750 0.80222 1.60385 0.26
H -3.79774 1.13676 0.52823 0.34
H -2.35244 2.14298 0.44536 0.28
```

Properties
Spin multiplicity: 1
Molecular weight, g/mol: 118.2
HOMO level (alpha / beta), eV: -6.684 / -7.796
Orbital gap (alpha / beta), eV: 7.51 / 8.64
Lowest unoccupied orbital energy (alpha / beta), eV: 0.8 / 0.8

=====

(ii)
A 2-piece molecular cluster, C5H14N2O overall. Source: OMol25; level of theory: the ωB97M-V functional and the def2-TZVPD basis.

```
22
Properties=species:S:1:pos:R:3:mulliken_charge:R:1
C -2.56392 1.42199 1.46603 -0.86
N -1.80419 0.24612 1.09211 -0.22
C -1.32919 0.14908 -0.20117 0.51
N -1.48642 -1.09767 -0.77153 -0.45
O -1.02630 1.12230 -0.88140 -0.66
H -3.62392 1.32364 1.20938 0.29
H -2.14442 2.27277 0.93253 0.33
H -2.46575 1.59110 2.53832 0.28
H -2.16390 -0.61287 1.48584 0.20
H -1.01758 -1.21625 -1.65575 0.26
H -1.47266 -1.91188 -0.17959 0.22
C 1.96213 -1.57137 -0.65945 -1.23
C 1.82364 -0.28252 0.14049 0.21
C 1.99435 0.95311 -0.71330 -1.04
H 1.27905 -1.56348 -1.50616 0.23
H 2.97740 -1.67642 -1.03761 0.42
H 1.73683 -2.44274 -0.04427 0.30
H 2.53828 -0.28124 0.96617 0.38
H 0.78186 -0.24321 0.56372 -0.04
H 2.85636 0.87905 -1.37228 0.37
H 1.04037 1.10078 -1.27946 0.22
H 2.10799 1.83971 -0.09261 0.30
```

Properties
Spin multiplicity: 1
Molecular weight, g/mol: 118.2
HOMO level, eV: -9.723
Orbital gap, eV: 10.51
Lowest unoccupied orbital energy, eV: 0.8
SMILES: CNC(N)=O.CCC

=====

(iii)
A 2-piece molecular cluster, C5H14N2O overall. Source: OMol25; level of theory: the ωB97M-V functional and the def2-TZVPD basis.

```
22
Properties=species:S:1:pos:R:3:mulliken_charge:R:1
C -1.56321 0.48537 -1.45226 -0.56
O -0.86690 -0.70550 -1.14733 -0.96
C -2.33351 1.03153 -0.27823 -0.38
N -1.52980 1.96621 0.57198 -0.55
H -0.80059 1.25747 -1.81071 0.23
H -2.27509 0.31033 -2.32329 0.27
H -3.29229 1.52939 -0.66314 0.30
H -2.58493 0.22420 0.43280 0.26
H -1.67595 2.92943 0.24986 0.21
H -1.90488 1.98427 1.53052 0.21
C 2.92609 -0.33034 -0.24518 -1.19
C 1.46859 -0.28617 0.16513 0.05
C 0.20362 -2.13806 0.97717 -0.22
N 1.17076 -1.34395 1.15578 -0.01
H 3.54930 -0.11399 0.69532 0.33
H 3.22080 -1.25349 -0.75301 0.32
H 3.08609 0.47368 -0.91945 0.33
H 1.12683 0.69786 0.63189 0.22
H 0.68423 -0.40953 -0.65466 0.23
H -0.01397 -2.88868 1.80609 0.27
H -0.37764 -2.00652 0.02256 0.34
H 1.78245 -1.41350 2.00816 0.31
```

Properties
Spin multiplicity: 1
Molecular weight, g/mol: 118.2
HOMO level, eV: -6.795
Orbital gap, eV: 6.74
Lowest unoccupied orbital energy, eV: -0.1

=====

Name the least stable of them. (i).

=====

(i)
A 2-piece molecular cluster, C5H14N2O overall. Source: OMol25; level of theory: the ωB97M-V functional and the def2-TZVPD basis.

```
22
Properties=species:S:1:pos:R:3:mulliken_charge:R:1
C 0.83039 1.09981 2.12577 -1.14
C 1.40000 0.95116 0.89160 0.82
N 2.75646 1.34785 0.79535 -0.63
C 0.74101 0.37267 -0.41096 -0.94
C 0.37117 -1.05669 -0.26179 0.44
C -1.20119 -1.08786 0.36662 -1.25
N 0.43982 -1.79203 -1.53096 -0.68
H 1.37044 1.66510 2.88028 0.28
H -0.13460 0.69755 2.18608 0.24
H 3.14520 1.43043 1.67045 0.24
H 3.24637 0.49785 0.26822 0.27
H 1.44761 0.32287 -1.36137 0.30
H -0.09701 1.04033 -0.78667 0.23
H 0.92919 -1.55230 0.61134 0.30
H -1.91427 -0.59846 -0.16764 0.46
H -1.33067 -2.17370 0.53499 0.33
H -1.17651 -0.33526 1.21238 0.21
H -0.45806 -1.82438 -1.99478 0.26
H 0.70385 -2.74127 -1.34795 0.27
O -3.81755 0.86560 -1.70377 -0.68
H -3.71601 1.08582 -2.76287 0.34
H -3.53565 1.78488 -1.21434 0.34
```

Properties
Spin multiplicity: 1
Molecular weight, g/mol: 118.2
HOMO level, eV: -8.196
Orbital gap, eV: 8.77
Lowest unoccupied orbital energy, eV: 0.6
SMILES: C=C(N)C[C@@H](C)N.O

=====

(ii)
A 2-piece molecular cluster, C5H14N2O overall. Source: OMol25; level of theory: the ωB97M-V functional and the def2-TZVPD basis.

```
22
Properties=species:S:1:pos:R:3:mulliken_charge:R:1
C -0.39321 -1.96793 -1.13170 -0.87
C 0.65444 -2.04627 -0.00048 -0.62
C 0.64764 -0.88886 1.01174 -0.27
C 1.33503 0.35302 0.50214 -0.98
N 0.63480 1.14671 -0.46530 -0.40
C -0.00879 2.17593 -0.09129 0.19
N -0.12047 2.65732 1.19404 -0.38
H -0.08024 -1.19097 -1.82019 0.25
H -0.57621 -2.94199 -1.58680 0.36
H -1.36719 -1.77773 -0.66476 0.14
H 0.68221 -3.05656 0.41506 0.39
H 1.63351 -2.01326 -0.50004 0.29
H 1.04740 -1.25250 1.95701 0.34
H -0.42314 -0.74224 1.22618 0.21
H 2.26296 0.06382 -0.00734 0.42
H 1.72912 0.87999 1.39708 0.31
H -0.61391 2.74485 -0.78653 0.28
H 0.42449 2.31680 1.97588 0.17
H -0.41812 3.60803 1.28246 0.22
O -2.69967 0.83179 -1.28482 -0.66
H -2.05694 0.83388 -2.02204 0.33
H -2.29371 0.26615 -0.60031 0.29
```

Properties
Spin multiplicity: 1
Molecular weight, g/mol: 118.2
HOMO level, eV: -9.188
Orbital gap, eV: 10.08
Lowest unoccupied orbital energy, eV: 0.9
SMILES: CCCC/N=C\N.O

=====

(iii)
C5H14N2O as an isolated structure. Source: OMol25; level of theory: the ωB97M-V functional and the def2-TZVPD basis.

```
22
Properties=species:S:1:pos:R:3:mulliken_charge:R:1
C 0.67340 0.59520 0.14926 0.71
C -1.43363 0.51056 0.87677 -0.84
C 0.34858 -0.11694 -1.16878 -0.93
C 0.98113 2.06052 0.04777 -1.50
C 0.00806 -2.50855 -0.72677 -0.83
N -0.57510 -1.21726 -1.01541 -0.52
N 1.46948 -0.08948 1.02314 -0.33
O -2.15552 1.66667 0.40072 -0.56
H -3.34393 0.97749 0.18411 0.36
H -1.16890 -0.63763 -0.01644 0.58
H 1.63356 -1.07514 0.86810 0.15
H 1.98436 0.41717 1.72979 0.20
H -1.03541 0.76180 1.86398 0.31
H -2.25620 -0.17598 1.15189 0.42
H -0.09017 0.63892 -1.83049 0.32
H 1.30006 -0.42657 -1.62466 0.49
H 0.10873 2.58186 -0.35313 0.33
H 1.80092 2.23371 -0.65872 0.35
H 1.28430 2.49544 1.00288 0.44
H -0.79048 -3.25247 -0.66272 0.32
H 0.53530 -2.58861 0.25008 0.23
H 0.72146 -2.85068 -1.49138 0.31
```

Properties
Spin multiplicity: 1
Molecular weight, g/mol: 118.2
HOMO level, eV: -7.284
Orbital gap, eV: 7.48
Lowest unoccupied orbital energy, eV: 0.2

=====

Name the least stable of them. (iii).